C78H74F4O18 | wB97M-V/def2-TZVPD

```
174
Properties=species:S:1:pos:R:3:mulliken_charge:R:1
F 6.579 -9.580 18.674 -0.36
C 7.394 -9.522 19.729 -0.06
C 8.714 -9.840 19.596 0.01
C 9.602 -9.559 20.612 -0.84
C 9.142 -9.111 21.848 -0.11
C 7.764 -8.769 22.096 -0.53
C 6.958 -8.999 20.971 -0.30
H 9.067 -10.311 18.691 0.48
H 10.662 -9.612 20.411 0.43
H 9.806 -8.899 22.674 0.41
H 7.323 -8.423 23.019 0.47
H 5.898 -8.802 21.039 0.37
F 10.710 -13.223 15.006 -0.31
C 11.064 -13.619 16.267 0.46
C 11.573 -12.703 17.122 -0.52
C 11.788 -13.029 18.454 -0.34
C 11.347 -14.226 18.966 -0.60
C 10.623 -15.097 18.119 -0.09
C 10.584 -14.859 16.730 -0.68
H 11.954 -11.755 16.772 0.43
H 12.044 -12.314 19.222 0.38
H 11.324 -14.474 20.017 0.46
H 10.062 -15.960 18.445 0.42
H 10.094 -15.541 16.050 0.42
F 5.745 -16.879 18.777 -0.42
C 6.495 -15.954 19.360 0.22
C 6.122 -14.622 19.311 -0.43
C 6.956 -13.607 19.855 -0.65
C 8.089 -14.083 20.472 0.04
C 8.542 -15.452 20.528 -0.82
C 7.671 -16.354 19.930 -0.72
H 5.146 -14.523 18.858 0.38
H 6.519 -12.621 19.898 0.48
H 8.713 -13.305 20.886 0.79
H 9.448 -15.688 21.066 0.74
H 7.980 -17.389 19.918 0.45
F 12.479 -17.214 25.553 -0.19
C 13.702 -16.755 25.958 0.35
C 14.643 -17.536 26.627 -0.08
C 15.937 -17.042 26.932 -0.79
C 16.086 -15.636 26.840 -0.44
C 15.181 -14.845 26.169 -0.49
C 13.992 -15.409 25.711 -0.27
H 14.457 -18.595 26.731 0.32
H 16.678 -17.666 27.407 0.37
H 17.051 -15.224 27.099 0.38
H 15.486 -13.829 25.964 0.42
H 13.223 -14.829 25.222 0.43
C 2.851 -13.613 22.344 -0.64
C 2.551 -14.706 21.615 -0.64
C 3.290 -15.937 21.742 0.76
C 4.341 -16.020 22.663 -0.70
C 4.554 -14.960 23.468 0.31
C 3.902 -13.684 23.310 -0.10
O 4.270 -12.614 24.005 -0.55
O 2.891 -16.989 21.015 -0.58
H 2.306 -12.690 22.210 0.50
H 1.739 -14.569 20.916 0.39
H 4.827 -16.962 22.866 -0.17
H 5.192 -15.290 24.274 0.96
H 5.196 -12.390 23.889 0.12
H 3.127 -17.726 21.584 0.33
C 7.627 -14.072 32.117 -0.42
C 8.014 -12.869 31.544 -0.41
C 7.133 -11.794 31.600 0.17
C 5.829 -11.933 32.127 -0.41
C 5.425 -13.157 32.669 -0.48
C 6.293 -14.221 32.564 0.38
O 5.914 -15.431 33.043 -0.51
O 7.528 -10.592 31.066 -0.62
H 8.306 -14.897 32.272 0.45
H 9.020 -12.659 31.211 0.65
H 5.012 -11.257 31.920 0.35
H 4.394 -13.388 32.892 0.25
H 5.046 -15.290 33.429 0.29
H 8.003 -10.589 30.232 0.15
C 4.260 -16.364 27.387 -0.48
C 4.124 -15.079 26.916 -0.38
C 4.397 -13.973 27.657 -0.38
C 4.934 -14.129 28.948 0.32
C 5.019 -15.451 29.432 -0.41
C 4.791 -16.542 28.667 0.03
O 4.826 -17.894 29.056 -0.68
O 4.263 -12.692 27.068 -0.60
H 3.851 -17.073 26.681 0.50
H 3.553 -15.035 25.999 0.65
H 5.352 -13.236 29.387 0.32
H 5.435 -15.691 30.399 0.43
H 5.537 -18.064 29.679 0.45
H 3.850 -12.671 26.202 0.22
C 11.440 -19.947 28.234 -0.12
C 10.237 -20.463 27.854 -0.31
C 9.962 -21.836 27.926 0.15
C 10.946 -22.726 28.366 -0.56
C 12.199 -22.241 28.803 -0.75
C 12.465 -20.817 28.663 -0.08
O 13.756 -20.361 28.881 -0.50
O 8.758 -22.351 27.499 -0.62
H 11.654 -18.889 28.279 0.66
H 9.478 -19.749 27.572 0.63
H 10.701 -23.778 28.351 0.43
H 12.965 -22.937 29.111 0.41
H 14.333 -20.986 28.436 0.32
H 8.220 -21.759 26.969 0.24
C 7.868 -18.906 23.164 0.08
C 7.197 -19.414 24.252 -0.25
C 7.648 -20.523 24.940 0.25
C 8.782 -21.204 24.436 -0.39
C 9.365 -20.712 23.271 -0.94
C 8.910 -19.569 22.646 0.38
O 9.333 -19.122 21.437 -0.38
O 6.929 -21.106 25.944 -0.67
H 7.326 -18.283 22.467 0.22
H 6.307 -18.826 24.424 0.33
H 9.081 -22.193 24.752 0.55
H 10.054 -21.374 22.768 0.34
H 10.021 -19.663 21.044 0.29
H 5.974 -21.185 26.005 0.29
C 7.990 -14.093 26.428 -0.65
C 7.820 -12.738 26.368 -0.27
C 7.617 -12.212 25.064 -0.68
C 7.941 -12.983 23.922 0.38
C 8.258 -14.378 24.055 0.12
C 8.184 -14.881 25.310 0.39
O 8.268 -16.177 25.557 -0.02
O 7.356 -10.867 24.865 -0.41
H 7.900 -14.646 27.352 0.11
H 7.720 -12.258 27.330 0.41
H 7.970 -12.500 22.956 0.35
H 8.386 -15.033 23.207 0.05
H 8.833 -16.762 25.047 0.04
H 7.500 -10.443 25.714 0.04
C 6.679 -8.523 27.051 -0.33
C 7.221 -9.446 27.898 -0.96
C 8.596 -9.444 28.018 1.51
C 9.374 -8.558 27.252 -0.72
C 8.806 -7.731 26.274 -0.58
C 7.434 -7.640 26.238 0.50
O 6.795 -6.758 25.381 -0.58
O 9.299 -10.304 28.766 -0.58
H 5.607 -8.633 27.130 0.39
H 6.601 -10.028 28.563 0.19
H 10.445 -8.626 27.374 0.60
H 9.454 -7.111 25.671 0.37
H 7.336 -6.014 25.110 0.35
H 10.177 -10.501 28.432 0.00
C 9.684 -16.429 28.535 0.87
C 8.467 -16.992 28.817 -0.66
C 8.318 -17.641 30.035 0.26
C 9.398 -17.721 30.942 -0.79
C 10.664 -17.140 30.647 -0.86
C 10.774 -16.532 29.384 -0.61
O 11.932 -15.980 29.001 -0.14
O 7.085 -18.186 30.402 -0.60
H 9.794 -15.997 27.551 0.53
H 7.725 -16.819 28.052 0.58
H 9.188 -18.167 31.903 0.45
H 11.477 -17.214 31.354 0.51
H 12.634 -16.409 29.495 0.15
H 7.058 -18.968 30.959 0.26
C 11.181 -11.664 26.144 -0.56
C 11.447 -12.579 27.201 0.26
C 12.433 -12.372 28.144 0.64
C 13.266 -11.175 28.104 -1.33
C 13.041 -10.381 26.986 -0.44
C 12.065 -10.604 25.999 0.53
O 11.872 -9.704 25.037 -0.38
O 12.491 -13.261 29.188 -0.61
H 10.478 -11.746 25.328 0.39
H 10.706 -13.338 27.403 0.35
H 13.950 -11.111 28.938 0.54
H 13.828 -9.645 26.915 0.30
H 12.580 -9.077 25.203 0.29
H 12.240 -14.087 28.770 0.14
```

## Properties
Net charge   0
Orbital gap   0.294 hartree
HOMO   -0.2859 hartree

=====

C79H60HfN8O5P2 | wB97M-V/def2-TZVPD

```
155
Properties=species:S:1:pos:R:3:mulliken_charge:R:1
Hf -1.138 0.791 -1.304 1.89
C -3.044 -6.237 -5.487 -0.59
C -1.869 -6.212 -4.753 -0.92
C -1.563 -5.111 -3.979 -0.34
C -2.436 -4.022 -3.896 0.19
C -3.618 -4.062 -4.642 0.00
C -3.913 -5.157 -5.432 -1.32
C -2.050 -2.860 -3.115 0.73
C -2.928 -2.109 -2.350 0.01
C -4.256 -2.557 -2.018 -1.45
C -4.783 -1.655 -1.157 -1.77
C -3.826 -0.590 -1.022 0.27
C -4.170 0.612 -0.334 0.47
C -4.850 0.413 0.950 0.37
C -4.438 -0.706 1.698 0.00
C -4.822 -0.890 3.009 -0.82
C -5.626 0.050 3.634 -0.61
C -6.091 1.133 2.902 -0.97
C -5.724 1.303 1.579 -0.51
C -3.742 1.874 -0.827 1.35
N -2.804 1.942 -1.815 -0.24
C -2.576 3.280 -2.108 -0.35
C -1.562 3.742 -2.952 2.11
C -1.449 5.173 -3.248 0.24
C -2.563 5.932 -3.610 -0.39
C -2.449 7.292 -3.827 -0.87
C -1.224 7.922 -3.673 -0.44
C -0.106 7.172 -3.346 -1.13
C -0.212 5.809 -3.148 -0.15
C -0.630 2.839 -3.541 -0.71
C 0.189 2.948 -4.682 -0.72
C 0.619 1.663 -5.012 -1.41
C 0.099 0.802 -4.042 -0.09
N -0.623 1.525 -3.151 1.31
C -0.332 -0.623 -3.910 1.04
C -0.162 -1.247 -2.536 0.39
C 0.499 -1.901 -1.313 0.75
C 0.111 -3.118 -1.697 -1.87
C -0.615 -2.590 -2.942 0.31
N 0.420 -1.863 -3.748 -1.64
C -1.583 -0.786 -4.749 0.39
C -1.513 -1.697 -5.803 -0.13
C -2.565 -1.829 -6.692 -0.83
C -3.709 -1.068 -6.534 -0.87
C -3.784 -0.160 -5.492 -1.15
C -2.724 -0.001 -4.617 0.34
C -3.470 4.060 -1.311 -1.72
C -4.174 3.204 -0.516 -1.90
N -2.686 -0.886 -1.705 1.65
H -3.276 -7.085 -6.112 0.40
H -1.182 -7.047 -4.791 0.45
H -0.647 -5.100 -3.412 0.42
H -4.288 -3.216 -4.630 0.63
H -4.820 -5.163 -6.020 0.42
H -4.688 -3.478 -2.349 0.84
H -5.751 -1.661 -0.693 0.72
H -3.773 -1.425 1.238 0.27
H -4.448 -1.748 3.552 0.45
H -5.888 -0.064 4.675 0.47
H -6.735 1.866 3.369 0.43
H -6.140 2.129 1.024 0.57
H -3.517 5.444 -3.737 0.56
H -3.322 7.869 -4.100 0.40
H -1.142 8.992 -3.806 0.40
H 0.852 7.651 -3.222 0.43
H 0.659 5.236 -2.870 0.51
H 0.381 3.842 -5.244 0.74
H 1.249 1.398 -5.839 0.66
H 1.156 -1.507 -0.562 -0.69
H 0.209 -4.111 -1.308 0.67
H -0.628 -2.306 -5.927 0.47
H -2.490 -2.527 -7.512 0.47
H -4.532 -1.171 -7.227 0.43
H -4.673 0.442 -5.376 0.48
H -2.795 0.724 -3.819 0.68
H -3.543 5.129 -1.321 0.76
H -4.904 3.484 0.215 0.35
O 3.501 4.532 -1.078 -0.63
C 2.665 3.776 -0.646 0.08
C 2.777 2.264 -0.536 -0.09
O 3.777 1.609 -0.301 -0.64
C 1.395 1.825 -0.669 0.43
C 0.518 2.878 -0.378 1.26
O -0.748 2.613 -0.301 -1.39
C 1.251 4.130 -0.210 0.15
O 0.865 5.205 0.206 -0.75
O 0.889 0.663 -0.946 -0.33
C 0.461 0.768 5.058 -1.01
C -0.939 1.373 5.095 0.80
C -0.972 2.808 4.574 -1.42
C -1.929 0.493 4.310 -1.38
N -1.601 0.348 2.918 1.18
C -0.751 -0.499 2.308 -1.52
N -0.876 -0.342 1.010 -0.10
N -1.797 0.613 0.854 1.58
N -2.236 1.019 1.976 -1.77
H 1.121 1.278 5.756 0.52
H 0.897 0.864 4.069 -0.32
H 0.434 -0.288 5.322 0.41
H -1.295 1.371 6.130 0.43
H -0.775 2.841 3.505 0.07
H -0.219 3.411 5.073 0.46
H -1.947 3.259 4.753 0.46
H -2.927 0.937 4.340 0.34
H -1.956 -0.509 4.747 0.45
H -0.093 -1.182 2.804 0.67
C 4.291 -0.919 2.194 -1.93
P 2.744 -1.464 1.317 2.39
C 3.472 -2.362 -0.117 0.27
C 3.270 -3.717 -0.350 -0.39
C 3.761 -4.305 -1.501 -0.72
C 4.452 -3.554 -2.436 -0.61
C 4.642 -2.200 -2.217 -0.72
C 4.151 -1.604 -1.070 -0.48
C 2.269 -2.909 2.356 0.22
C 3.064 -3.469 3.348 -0.93
C 2.597 -4.526 4.111 -0.75
C 1.335 -5.046 3.886 -0.96
C 0.543 -4.513 2.883 -0.94
C 1.004 -3.450 2.128 -0.17
P 3.652 -0.487 3.903 1.20
C 3.782 1.335 3.749 0.93
C 2.859 1.959 2.910 0.51
C 2.812 3.336 2.824 -1.16
C 3.720 4.103 3.535 -1.25
C 4.659 3.490 4.346 -0.78
C 4.670 2.113 4.480 -0.81
C 5.140 -0.887 4.903 0.47
C 4.957 -1.457 6.159 -0.56
C 6.049 -1.835 6.921 -0.69
C 7.331 -1.651 6.431 -0.44
C 7.519 -1.070 5.188 -0.79
C 6.431 -0.685 4.428 -0.16
H 4.684 -0.029 1.694 1.02
H 5.051 -1.706 2.217 0.84
H 2.735 -4.327 0.365 0.46
H 3.606 -5.360 -1.667 0.46
H 4.839 -4.025 -3.329 0.39
H 5.177 -1.606 -2.943 0.47
H 4.286 -0.542 -0.915 0.26
H 4.070 -3.113 3.518 0.56
H 3.226 -4.947 4.881 0.45
H 0.970 -5.868 4.484 0.38
H -0.430 -4.937 2.681 0.52
H 0.390 -3.046 1.332 0.44
H 2.191 1.350 2.309 -0.28
H 2.073 3.818 2.204 0.84
H 3.694 5.178 3.452 0.48
H 5.388 4.083 4.879 0.42
H 5.382 1.643 5.143 0.44
H 3.953 -1.604 6.534 0.39
H 5.903 -2.284 7.893 0.40
H 8.184 -1.957 7.018 0.39
H 8.518 -0.921 4.805 0.40
H 6.581 -0.219 3.464 0.34
```

## Properties
Net charge   0
Orbital gap   0.187 hartree
HOMO   -0.2351 hartree

=====

C79H65ClCsN3O2P2SSi | wB97M-V/def2-TZVPD

```
155
Properties=species:S:1:pos:R:3:mulliken_charge:R:1
Cs 0.167 -0.875 -1.152 2.69
O -1.287 0.115 0.714 -1.62
S -0.627 0.535 1.975 1.28
C -1.668 0.010 3.377 -0.04
C -1.272 0.625 4.537 -0.42
C -2.016 0.576 5.732 -1.34
C -3.202 -0.093 5.703 0.62
C -4.266 -0.245 6.772 -0.93
C -5.343 -1.165 6.128 -0.84
C -4.817 -1.441 4.735 0.43
C -5.303 -2.197 3.725 -1.10
C -4.511 -2.371 2.559 0.41
C -3.285 -1.780 2.317 -0.58
P -2.274 -2.266 0.746 0.99
C -0.887 -2.871 1.884 1.55
C -1.174 -3.776 2.922 -0.09
C -0.203 -4.213 3.808 -1.42
C 1.104 -3.746 3.695 -1.29
C 1.406 -2.837 2.701 -0.96
C 0.421 -2.392 1.814 1.26
C -3.088 -3.907 0.357 0.32
C -2.458 -5.149 0.448 -0.71
C -3.035 -6.300 -0.085 -0.73
C -4.257 -6.242 -0.731 -0.68
C -4.893 -5.010 -0.855 -0.94
C -4.310 -3.870 -0.331 0.12
C -2.826 -0.846 3.333 -1.54
C -3.582 -0.789 4.537 1.02
C -0.951 2.300 2.162 0.36
C -2.243 2.723 2.298 -0.17
C -2.574 4.040 2.694 -1.51
C -1.559 4.897 2.998 0.85
C -1.561 6.325 3.503 -0.95
C -0.055 6.721 3.584 -0.87
C 0.695 5.490 3.117 0.33
C 2.021 5.237 2.945 -1.43
C 2.407 3.991 2.382 0.34
C 1.522 3.006 2.032 -0.71
P 2.080 1.535 1.041 2.35
C 3.293 0.870 2.292 0.41
C 2.761 0.129 3.352 -0.73
C 3.570 -0.366 4.366 -0.76
C 4.938 -0.132 4.345 -0.75
C 5.482 0.608 3.305 -0.79
C 4.669 1.106 2.291 -0.28
C 3.175 2.328 -0.209 0.86
C 2.942 3.617 -0.693 -0.49
C 3.684 4.120 -1.757 -0.79
C 4.663 3.340 -2.359 -0.69
C 4.874 2.042 -1.914 -0.70
C 4.121 1.537 -0.864 -1.21
C 0.135 3.209 2.323 -0.92
C -0.229 4.479 2.808 0.49
H -0.371 1.234 4.515 0.48
H -1.670 1.102 6.615 0.47
H -4.678 0.728 7.047 0.24
H -3.852 -0.682 7.682 0.30
H -6.322 -0.683 6.102 0.28
H -5.461 -2.092 6.693 0.25
H -6.248 -2.726 3.811 0.42
H -4.883 -3.076 1.840 0.45
H -2.186 -4.142 3.032 0.56
H -0.464 -4.925 4.586 0.33
H 1.878 -4.097 4.372 0.48
H 2.419 -2.468 2.598 1.02
H 0.710 -1.684 1.052 -1.98
H -1.481 -5.229 0.901 -0.04
H -2.503 -7.243 -0.013 0.38
H -4.694 -7.133 -1.169 0.35
H -5.826 -4.931 -1.402 0.34
H -4.782 -2.909 -0.513 0.48
H -3.040 2.003 2.126 0.57
H -3.614 4.333 2.771 0.39
H -2.046 6.393 4.477 0.31
H -2.112 6.978 2.825 0.28
H 0.235 6.999 4.597 0.32
H 0.167 7.576 2.945 0.28
H 2.777 5.978 3.179 0.43
H 3.459 3.831 2.167 0.47
H 1.700 -0.084 3.380 0.62
H 3.126 -0.953 5.164 0.47
H 5.574 -0.529 5.128 0.36
H 6.549 0.800 3.276 0.43
H 5.118 1.687 1.498 0.36
H 2.157 4.228 -0.262 0.11
H 3.474 5.116 -2.131 0.41
H 5.232 3.727 -3.196 0.35
H 5.595 1.404 -2.414 0.38
H 4.243 0.497 -0.578 0.67
Cl 6.019 -5.699 1.721 -0.32
C 4.682 -4.911 0.876 0.08
C 3.364 -5.365 1.085 -0.75
C 2.316 -4.760 0.446 -0.39
C 2.489 -3.639 -0.450 -0.09
O 1.513 -3.052 -0.987 -0.38
C 3.866 -3.248 -0.681 0.72
C 4.213 -2.270 -1.696 -0.66
N 3.382 -1.612 -2.402 0.18
C 3.768 -0.958 -3.565 0.13
C 4.655 -1.514 -4.466 -0.15
C 4.943 -0.890 -5.700 -0.88
C 4.347 0.289 -6.040 -1.04
C 3.430 0.894 -5.142 1.11
C 2.780 2.122 -5.431 -0.99
C 1.920 2.659 -4.529 -1.07
C 1.695 1.973 -3.309 -0.21
N 2.273 0.841 -3.002 1.56
C 3.131 0.282 -3.907 -0.56
C 4.920 -3.886 0.001 -1.01
H 3.191 -6.191 1.765 0.43
H 1.296 -5.097 0.610 0.41
H 5.297 -2.138 -1.870 0.24
H 5.089 -2.478 -4.231 0.56
H 5.630 -1.369 -6.388 0.35
H 4.548 0.766 -6.993 0.43
H 2.977 2.610 -6.381 0.38
H 1.394 3.588 -4.720 0.55
H 1.008 2.391 -2.582 0.03
H 5.942 -3.565 -0.187 0.41
C -2.607 -4.124 -4.629 -0.60
C -1.585 -4.588 -3.798 -0.56
C -1.333 -3.952 -2.573 -0.41
C -2.066 -2.843 -2.124 2.07
C -3.071 -2.398 -3.003 -1.25
C -3.353 -3.015 -4.227 -0.54
H -2.813 -4.614 -5.577 0.28
H -0.984 -5.444 -4.113 0.32
H -0.515 -4.341 -1.956 0.05
H -3.678 -1.522 -2.731 0.24
H -4.142 -2.630 -4.875 0.34
C -1.372 2.445 -6.166 -1.12
Si -1.702 1.299 -4.687 -0.08
C -3.519 0.809 -4.889 -1.20
C -0.628 -0.212 -4.988 -0.71
N -1.294 1.940 -3.191 0.33
C -1.701 3.042 -2.557 -0.35
C -1.100 3.428 -1.311 0.32
C -1.415 4.612 -0.666 -0.20
C -2.376 5.492 -1.173 -0.88
C -3.016 5.132 -2.363 -0.79
C -2.697 3.963 -3.036 -0.25
H -1.752 2.001 -7.096 0.37
H -0.292 2.607 -6.283 0.18
H -1.849 3.426 -6.032 0.31
H -3.619 -0.082 -5.522 0.27
H -4.109 1.622 -5.336 0.39
H -3.954 0.573 -3.909 0.26
H -1.120 -0.939 -5.644 0.53
H -0.411 -0.717 -4.043 0.03
H 0.330 0.070 -5.449 0.15
H -0.374 2.744 -0.873 0.50
H -0.906 4.859 0.260 0.36
H -2.622 6.416 -0.659 0.38
H -3.780 5.787 -2.775 0.32
H -3.211 3.716 -3.963 0.19
```

## Properties
Net charge   -2
Orbital gap   0.148 hartree
Energy above the lowest of the compared OMol25 structures with the same formula, charge and spin   0.00 kcal per mole
HOMO   -0.0279 hartree

=====

| no. | M (g/mol) | largest force on an atom (eV/Å) | calculated total energy (eV) |
| --- | --- | --- | --- |
| 1 | 1375.42 | 4.43 | -129805.318 |
| 2 | 1441.84 | 2.63 | -124936.057 |
| 3 | 1378.87 | 2.76 | -141905.020 |